37
Properties=species:S:1:pos:R:3 method="wB97M-V/def2-TZVPD" total_charge=-1 de_lowest_kcal_mol=4.8 largest_force_ev_per_a=0.91 lumo_energy_ev=2.72 homo_ev=-6.8
Li -4.796 -11.114 -9.367
Cl -3.926 -8.533 -9.295
O -4.614 -9.114 -10.444
O -3.983 -7.106 -9.340
O -4.595 -9.045 -8.105
O -2.554 -8.997 -9.283
Cl -6.349 -13.566 -11.342
O -7.330 -13.176 -12.316
O -5.315 -14.353 -11.954
O -5.731 -12.369 -10.786
O -6.970 -14.309 -10.269
C -0.619 -12.546 -9.524
C -0.958 -12.224 -10.981
C -2.454 -12.497 -11.076
O -2.927 -12.049 -9.814
C -1.995 -12.426 -8.817
H 0.121 -11.850 -9.140
H -0.274 -13.575 -9.402
H -0.344 -12.687 -11.749
H -0.896 -11.138 -11.100
H -2.728 -13.543 -11.265
H -2.950 -11.910 -11.846
H -2.293 -13.399 -8.403
H -2.012 -11.680 -8.025
C -5.940 -13.539 -6.157
C -5.648 -12.246 -5.387
C -4.552 -11.591 -6.217
O -4.936 -11.911 -7.556
C -5.486 -13.231 -7.588
H -6.969 -13.889 -6.115
H -5.343 -14.345 -5.715
H -5.398 -12.433 -4.344
H -6.511 -11.581 -5.435
H -3.526 -11.938 -6.078
H -4.628 -10.511 -6.113
H -4.768 -13.949 -7.984
H -6.349 -13.191 -8.251